{"formula": "C31H52AuGe2NO5", "method": "wB97M-V/def2-TZVPD", "e_tot_ha": -5932.64229, "spin_multiplicity": 4, "charge": 1, "relative_energy_ev": 0.000, "e_homo_ev": [-8.50, -11.13], "gap_ev": [6.797, 5.671], "max_force_ev_per_a": 0.2, "elements": ["Au", "C", "C", "C", "C", "O", "Ge", "O", "C", "C", "C", "C", "O", "C", "C", "C", "C", "H", "H", "H", "H", "H", "H", "H", "H", "H", "H", "H", "H", "H", "H", "H", "H", "H", "H", "H", "H", "H", "H", "H", "H", "H", "H", "H", "C", "C", "C", "C", "C", "C", "N", "C", "C", "C", "C", "C", "C", "C", "O", "O", "C", "C", "H", "H", "H", "H", "H", "H", "H", "H", "H", "H", "H", "H", "H", "H", "C", "Ge", "C", "C", "C", "H", "H", "H", "H", "H", "H", "H", "H", "H", "H", "H"], "xyz": [[-1.391416, 0.527221, -0.148654], [-4.680827, -0.164182, -0.968699], [-4.370848, 1.196534, -0.361402], [-5.533108, 1.690102, 0.488432], [-4.017713, 2.212075, -1.436435], [-3.222734, 1.106119, 0.523114], [-3.120903, 0.191925, 2.312660], [-1.208780, 0.708055, 2.038836], [-0.563565, 1.874007, 2.597360], [-0.724504, 1.777270, 4.112412], [-1.203178, 3.147413, 2.061948], [0.908891, 1.800003, 2.218887], [-2.788006, -1.336750, 1.384152], [-2.314097, -2.587168, 1.899921], [-2.852302, -3.661997, 0.965987], [-0.786782, -2.578038, 1.875561], [-2.821919, -2.812157, 3.320331], [-5.558451, -0.092674, -1.612725], [-4.869379, -0.905016, -0.192842], [-3.844507, -0.523058, -1.574445], [-6.409259, 1.858217, -0.137988], [-5.273830, 2.627404, 0.981681], [-5.802803, 0.956081, 1.250199], [-4.849234, 2.337856, -2.130830], [-3.148429, 1.879147, -2.012717], [-3.784956, 3.179037, -0.989649], [-1.770951, 1.871004, 4.404859], [-0.163271, 2.577766, 4.595646], [-0.342802, 0.821059, 4.472994], [-2.271987, 3.167767, 2.279220], [-1.075044, 3.218545, 0.978726], [-0.740299, 4.023314, 2.517915], [1.348008, 0.872494, 2.591676], [1.454802, 2.638381, 2.654164], [1.025841, 1.843867, 1.133063], [-2.520049, -3.467280, -0.055376], [-3.942803, -3.662722, 0.979182], [-2.500008, -4.650523, 1.264229], [-0.431610, -2.399323, 0.857450], [-0.391992, -3.536332, 2.218877], [-0.399709, -1.786132, 2.519719], [-3.911114, -2.752144, 3.350713], [-2.412672, -2.067195, 4.008874], [-2.522864, -3.796219, 3.683175], [6.244771, 0.737726, 3.712284], [5.211548, -0.229835, 3.204844], [4.919282, -1.377898, 3.931037], [3.953713, -2.279532, 3.506663], [3.279959, -2.046126, 2.324534], [3.587344, -0.911955, 1.580073], [2.845701, -0.712944, 0.381873], [3.344216, -0.609057, -0.860844], [4.703892, -0.873597, -1.109496], [5.244901, -0.754522, -2.381890], [4.398564, -0.382815, -3.416126], [3.028573, -0.131146, -3.215472], [2.441685, -0.240507, -1.954266], [1.066697, 0.019012, -1.763333], [0.362144, 0.448996, -2.828788], [0.483397, -0.110808, -0.598980], [4.527476, 0.029076, 2.007580], [4.786348, 1.308881, 1.260405], [6.750418, 0.337662, 4.588501], [5.790406, 1.690074, 3.994271], [6.998507, 0.953421, 2.953490], [5.454700, -1.564480, 4.853543], [3.736746, -3.163047, 4.091193], [2.532858, -2.738738, 1.957549], [1.828776, -0.621021, 0.446846], [5.317107, -1.196586, -0.278278], [6.288668, -0.962174, -2.559944], [4.793880, -0.288442, -4.419739], [2.411907, 0.155482, -4.053517], [4.010736, 1.527052, 0.529438], [5.742767, 1.278739, 0.732571], [4.834182, 2.146771, 1.955493], [-1.896037, 2.125891, -5.012495], [-1.488996, 0.222291, -4.917950], [-3.070539, -0.871255, -5.236595], [-0.000491, -0.255874, -6.081554], [-0.918278, -0.174234, -3.055646], [-2.072018, 2.425982, -6.045386], [-1.068732, 2.718059, -4.620763], [-2.793253, 2.354213, -4.436241], [-3.454620, -0.701291, -6.242208], [-3.861071, -0.621782, -4.527618], [-2.837897, -1.931442, -5.136322], [-0.303692, -0.183729, -7.125983], [0.331931, -1.276764, -5.892002], [0.836355, 0.424348, -5.923608], [-0.843595, -1.249759, -2.870826], [-1.679763, 0.233899, -2.366486]], "atomic_forces_ev_per_a": [[-0.02, -0.04, 0.04], [0.01, 0.00, 0.00], [-0.02, -0.03, 0.01], [0.01, 0.00, 0.01], [0.00, 0.01, 0.00], [-0.02, 0.00, 0.02], [-0.03, 0.09, 0.01], [0.00, -0.05, 0.00], [-0.02, 0.00, 0.02], [0.01, -0.01, 0.00], [0.00, -0.01, -0.01], [-0.01, 0.02, -0.02], [0.05, -0.03, -0.04], [-0.03, 0.03, 0.00], [0.00, -0.01, 0.00], [0.01, 0.00, 0.02], [0.01, 0.00, 0.00], [0.00, 0.00, 0.00], [0.00, 0.00, 0.00], [0.02, -0.01, -0.01], [0.00, 0.00, 0.00], [-0.01, 0.00, 0.00], [0.00, 0.00, 0.00], [0.00, 0.00, 0.00], [-0.04, 0.02, 0.02], [0.00, 0.00, 0.00], [0.00, 0.00, 0.00], [-0.01, 0.01, 0.01], [0.00, 0.00, 0.00], [0.00, 0.01, 0.02], [0.00, 0.00, 0.00], [0.00, 0.00, 0.00], [0.01, -0.02, -0.01], [-0.01, 0.00, 0.00], [0.02, -0.02, 0.01], [0.00, 0.00, 0.00], [0.00, 0.00, 0.00], [0.00, 0.00, 0.00], [0.00, -0.01, -0.01], [0.00, 0.00, 0.00], [0.00, 0.00, 0.00], [0.00, 0.00, 0.00], [0.00, 0.00, 0.00], [0.00, 0.00, 0.00], [-0.01, 0.00, 0.00], [0.00, -0.01, 0.01], [0.00, 0.00, -0.01], [0.00, 0.00, -0.01], [-0.01, -0.01, 0.02], [-0.01, 0.02, 0.01], [0.00, 0.05, 0.01], [0.01, -0.02, 0.00], [0.00, 0.00, 0.00], [0.00, 0.00, -0.01], [0.01, 0.00, 0.00], [-0.01, 0.01, 0.00], [-0.02, 0.02, -0.02], [0.02, 0.00, 0.09], [-0.05, -0.02, -0.05], [0.04, -0.04, -0.10], [0.01, 0.00, 0.01], [-0.01, 0.00, 0.00], [0.00, 0.00, 0.00], [0.00, 0.00, 0.00], [0.00, 0.00, 0.00], [0.00, 0.00, 0.00], [0.00, 0.00, 0.00], [0.00, 0.01, 0.00], [0.00, -0.01, 0.00], [-0.01, 0.00, 0.01], [0.00, 0.00, 0.00], [0.00, 0.00, 0.00], [0.01, 0.00, 0.00], [0.00, 0.00, 0.00], [0.00, 0.00, 0.00], [0.00, 0.00, 0.00], [0.00, -0.01, 0.02], [-0.03, 0.03, -0.06], [0.00, 0.00, 0.02], [-0.01, 0.00, 0.02], [0.14, -0.06, 0.01], [0.00, 0.00, 0.00], [0.00, -0.01, 0.00], [0.01, 0.02, -0.01], [0.01, 0.01, 0.00], [0.00, 0.00, 0.00], [-0.01, 0.00, 0.00], [0.00, 0.00, 0.00], [0.01, 0.00, 0.00], [0.00, -0.01, 0.00], [0.00, 0.00, -0.01], [-0.06, 0.07, 0.01]]}

***

{"formula": "C31H52Cl2N3O23", "method": "wB97M-V/def2-TZVPD", "e_tot_ha": -4027.85619, "charge": -1, "e_homo_ev": -6.69, "gap_ev": 8.355, "max_force_ev_per_a": 2.3, "elements": ["C", "C", "O", "O", "H", "H", "H", "C", "C", "O", "C", "O", "O", "H", "H", "H", "H", "C", "C", "O", "C", "O", "O", "H", "H", "H", "H", "C", "C", "O", "C", "O", "O", "H", "H", "H", "H", "C", "C", "O", "C", "O", "O", "H", "H", "H", "H", "C", "C", "O", "C", "O", "O", "H", "H", "H", "H", "C", "C", "O", "C", "O", "O", "H", "H", "H", "H", "C", "C", "O", "N", "C", "H", "H", "H", "H", "H", "H", "H", "C", "C", "O", "N", "C", "H", "H", "H", "H", "H", "H", "H", "C", "C", "O", "N", "C", "H", "H", "H", "H", "H", "H", "H", "Cl", "C", "C", "Cl", "H", "H", "H", "H"], "xyz": [[16.025786, 10.784314, 7.406306], [15.905814, 10.605341, 5.875914], [16.426967, 9.553159, 5.428867], [15.242748, 11.437953, 5.209892], [15.267258, 11.403831, 7.861081], [17.026870, 11.093835, 7.719545], [15.959505, 9.751370, 7.776330], [18.100235, 13.338377, 5.239189], [17.477916, 12.966623, 3.912123], [18.024993, 13.914329, 2.971776], [18.499690, 14.974466, 3.677378], [18.884212, 15.987182, 3.203252], [18.477747, 14.735102, 5.006254], [18.936186, 12.716267, 5.545539], [17.346650, 13.367104, 6.025846], [16.398653, 13.076149, 3.903889], [17.636598, 11.926344, 3.633215], [18.638205, 7.228752, 6.323962], [17.406500, 6.418887, 5.899317], [17.921939, 5.422834, 5.032756], [19.268738, 5.400032, 5.130536], [19.932035, 4.596787, 4.603601], [19.724323, 6.415222, 5.866110], [18.632351, 7.204799, 7.410133], [18.595017, 8.210118, 5.871364], [16.710033, 7.048535, 5.348663], [16.870357, 6.052300, 6.776293], [14.110678, 15.571015, 8.780315], [14.870849, 16.038273, 9.986464], [15.854445, 15.046664, 10.205114], [15.359401, 13.885826, 9.718682], [15.879556, 12.842918, 9.912738], [14.283803, 14.116184, 8.978240], [14.516451, 15.754813, 7.797313], [13.064358, 15.813700, 8.886670], [14.250761, 16.169594, 10.885411], [15.242326, 17.066969, 9.933495], [11.985909, 12.812745, 7.277012], [11.533843, 11.387040, 6.944719], [10.907038, 11.582171, 5.663110], [10.547337, 12.878204, 5.514334], [9.873516, 13.292270, 4.647514], [11.023190, 13.596755, 6.555998], [12.989022, 13.005128, 6.881075], [11.975498, 13.045576, 8.336266], [10.776718, 11.061857, 7.659337], [12.309911, 10.639137, 6.840955], [11.843788, 15.937577, 4.116173], [13.100844, 15.269727, 4.686568], [13.231030, 15.914257, 5.971371], [12.038384, 16.427495, 6.320707], [11.760263, 16.827007, 7.393125], [11.209198, 16.494735, 5.276948], [11.223181, 15.226986, 3.582088], [12.151598, 16.755186, 3.460049], [14.000154, 15.430198, 4.107123], [12.933722, 14.210412, 4.863417], [18.828453, 13.270950, 10.323549], [18.989586, 14.427246, 9.342493], [19.349845, 13.764014, 8.098554], [19.487162, 12.451725, 8.314345], [19.708800, 11.653586, 7.462930], [19.296516, 12.112917, 9.624626], [17.816068, 13.111208, 10.677317], [19.374789, 13.430566, 11.258108], [19.816318, 15.086113, 9.600241], [18.050802, 14.941741, 9.171093], [10.181803, 9.375154, 10.469459], [11.293469, 10.373593, 10.227482], [11.029471, 11.527313, 9.950498], [12.557525, 9.912531, 10.377361], [13.692729, 10.790041, 10.354526], [10.561238, 8.357111, 10.421719], [9.360082, 9.642347, 9.817682], [9.835013, 9.557650, 11.490409], [12.604069, 8.985352, 10.759414], [13.849429, 11.238681, 11.342182], [13.660985, 11.540249, 9.578314], [14.621613, 10.239720, 10.190182], [16.366328, 12.086336, 13.348735], [16.375263, 10.595011, 13.547661], [16.130084, 10.113499, 14.631538], [16.698718, 9.809484, 12.486490], [17.263113, 10.250804, 11.244819], [17.307550, 12.485086, 12.980236], [16.163147, 12.533549, 14.315947], [15.555675, 12.326846, 12.657732], [16.702097, 8.823975, 12.690312], [17.181425, 11.330357, 11.172219], [16.643923, 9.911951, 10.409585], [18.311231, 10.056168, 11.016294], [19.837182, 9.925394, 3.833625], [19.163694, 8.985784, 2.856506], [19.713665, 8.546356, 1.854690], [17.927448, 8.596773, 3.256744], [17.130813, 7.685380, 2.472305], [20.372582, 9.330131, 4.575096], [19.123821, 10.542495, 4.381513], [20.531776, 10.568277, 3.298591], [17.484923, 9.046746, 4.063792], [17.174338, 7.907470, 1.407656], [16.119884, 7.685329, 2.885788], [17.427277, 6.634654, 2.604883], [16.188730, 11.012890, 1.052689], [15.049433, 10.014870, 1.967401], [13.772244, 10.779131, 2.216497], [12.739501, 10.920896, 0.762985], [15.427434, 9.779666, 2.970095], [14.852327, 9.032260, 1.544772], [14.014261, 11.776141, 2.554564], [13.186831, 10.362888, 3.035379]], "atomic_forces_ev_per_a": [[0.37, -1.05, -0.29], [-0.77, 0.42, 0.08], [0.43, -0.23, -0.15], [0.25, -0.02, 0.36], [-0.10, 0.26, -0.08], [-0.06, 0.28, -0.23], [-0.20, 0.24, 0.25], [-0.69, 0.91, -0.08], [-0.65, -0.35, -0.21], [0.42, 0.09, 0.57], [-0.27, -1.03, 0.24], [0.23, 0.79, -0.50], [0.15, -0.80, 0.05], [0.24, 0.30, -0.11], [0.11, -0.24, 0.04], [-0.13, 0.17, 0.18], [0.40, 0.21, -0.34], [-0.89, -0.98, 0.29], [-0.48, 1.14, -0.31], [-0.32, -0.23, 0.50], [-1.15, 0.91, 0.17], [1.43, -1.55, -0.88], [0.21, 0.70, 0.31], [0.50, 0.67, 0.05], [0.51, 0.18, 0.16], [0.00, -0.03, -0.07], [0.13, -0.68, -0.19], [0.12, -1.37, 1.06], [-0.41, 1.99, 0.69], [0.32, 0.31, 0.30], [-0.17, 1.23, -0.48], [0.08, -1.20, 0.21], [-0.51, -0.11, -0.21], [0.07, 0.53, 0.02], [-0.15, -0.06, -0.49], [-0.25, -0.85, -0.17], [0.82, -0.43, -0.63], [0.50, -0.67, -0.21], [-0.40, 0.63, 0.08], [-0.02, -0.07, -0.29], [0.70, -1.28, 1.73], [-0.69, 0.76, -1.27], [0.21, 0.50, -0.03], [-0.10, 0.04, -0.07], [-0.33, 0.03, -0.05], [0.01, -0.05, -0.14], [0.26, 0.11, -0.03], [1.01, 0.28, -0.19], [-0.60, -0.03, 0.34], [0.20, -0.35, -0.26], [-0.09, -0.02, -1.19], [-0.18, 0.55, 1.48], [-0.20, -0.48, -0.64], [-0.38, 0.10, 0.24], [-0.32, 0.04, -0.01], [0.11, 0.04, -0.03], [0.21, -0.12, -0.05], [0.10, 0.10, 1.10], [0.18, -0.59, -0.61], [-0.19, 0.26, 0.75], [-0.25, -0.59, 0.17], [0.29, -0.19, -0.07], [0.01, 0.75, -0.34], [-0.16, 0.05, -0.61], [0.58, -0.15, -0.34], [-0.21, 0.18, 0.01], [0.14, 0.29, 0.07], [0.58, 0.43, 0.62], [-0.24, -0.06, 0.24], [0.13, 0.50, -0.10], [-0.79, -0.21, -0.31], [1.18, -0.30, 0.80], [-0.44, -0.16, -0.31], [-0.07, -0.44, -0.27], [-0.02, -0.08, -0.01], [0.52, -0.04, -0.03], [-0.22, 0.40, -0.18], [-0.44, 0.12, -0.03], [-0.31, -0.23, -0.22], [-0.36, 0.10, 0.06], [0.82, 0.06, -0.12], [-0.47, -0.42, 0.62], [0.28, -0.16, 0.12], [-0.57, 0.88, -1.09], [0.02, -0.05, -0.18], [-0.08, 0.01, 0.03], [0.18, 0.26, -0.10], [0.03, -0.04, 0.12], [-0.15, -0.07, 0.15], [0.30, -0.22, -0.07], [0.03, -0.56, 0.50], [-0.01, 0.17, -0.07], [-0.16, -0.42, 0.18], [-0.13, 0.24, 0.18], [0.14, 0.09, -0.12], [-0.06, -0.90, 0.54], [0.15, 0.01, -0.08], [-0.04, -0.08, -0.02], [0.10, -0.06, 0.04], [-0.06, 0.00, -0.22], [-0.17, 0.17, 0.02], [-0.02, 0.32, -0.34], [0.41, 0.21, -0.12], [0.16, -0.37, -0.09], [-0.85, -0.25, 1.22], [0.03, 0.19, 0.30], [-0.06, -0.02, 0.00], [0.43, 0.54, -0.18], [0.15, 0.28, -0.72], [0.10, 0.31, -0.12], [-0.04, -0.39, -0.26]]}